1.
Density functional theory data (ωB97M-V/def2-TZVPD) for a cluster of 2 separate species, C2S3 in total.

Values from the calculation:
charge: 0
orbital gap: 0.3494 Ha
energy above the lowest of the compared OMol25 structures with the same formula, charge and spin: 3.45 kcal/mol
electronic energy: -34577.0936 eV
LUMO level: -0.3 eV
E_HOMO: -0.359 Eh

CARTESIAN COORDINATES (ANGSTROEM)
1 C 2.10010 -2.82500 1.14919
2 C -1.60958 1.70120 -0.48968
3 S -0.85267 0.54867 -1.17875
4 S -2.36969 2.63889 0.48745
5 S 2.73184 -2.06377 0.03178

Atom-resolved charges from natural (NBO), all expressed in e: -0.19 -0.37 0.19 0.18 0.19


2.
Density functional theory data (ωB97M-V/def2-TZVPD) for a cluster of 17 separate species, C4H32BO24 in total.

Values from the calculation:
charge: -1
orbital gap: 0.3481 Ha
energy above the lowest of the compared OMol25 structures with the same formula, charge and spin: 46.76 kcal/mol
electronic energy: -54492.7730 eV
LUMO level: 1.3 eV
E_HOMO: -0.301 Eh

CARTESIAN COORDINATES (ANGSTROEM)
1 O 3.39111 -0.16552 1.08484
2 C 2.36511 0.01448 0.43684
3 O 2.25911 0.93148 -0.39616
4 B 0.77411 1.09348 -0.74316
5 O 0.17611 -0.10452 -0.11616
6 C 1.09811 -0.60252 0.58984
7 O 0.90111 -1.51552 1.36384
8 O 0.42611 1.16148 -2.21816
9 C -0.20089 2.25948 -2.42516
10 O -0.80189 2.37148 -3.49916
11 C -0.27589 2.95448 -1.19916
12 O 0.24411 2.35048 -0.23216
13 O -0.50689 4.16148 -1.22116
14 O -0.85989 0.28348 2.84184
15 H -1.04289 -0.61952 2.53184
16 H -1.57089 0.45648 3.50284
17 O 3.44811 -2.38452 2.72784
18 H 3.74511 -1.58952 2.28284
19 H 2.67711 -2.14052 3.21184
20 O -2.29589 1.83748 1.03984
21 H -2.27289 2.76048 1.19084
22 H -1.53489 1.50048 1.48384
23 O -1.71189 -1.33952 -2.51616
24 H -1.97889 -0.52752 -2.07816
25 H -0.91989 -1.17852 -3.06416
26 O 2.76211 -3.56452 0.38584
27 H 2.58111 -4.50152 0.43284
28 H 2.91911 -3.30552 1.28584
29 O -3.43989 3.04348 -4.24016
30 H -3.52789 2.73148 -5.15516
31 H -2.57189 2.71448 -4.07016
32 O 0.90511 -1.34052 4.57884
33 H 0.01111 -1.70552 4.56484
34 H 0.92211 -0.62052 3.92184
35 O -2.01489 -1.95352 2.27984
36 H -1.48789 -2.20752 1.51384
37 H -2.59089 -1.29052 1.90684
38 O 0.24511 -3.67752 2.52084
39 H 0.99711 -4.27352 2.40484
40 H 0.55411 -2.76752 2.23484
41 O 0.39111 -1.40552 -4.03516
42 H 0.26811 -0.57652 -4.48516
43 H 1.18011 -1.34352 -3.50816
44 O -2.77389 5.74448 -1.21916
45 H -2.88589 6.31748 -0.47916
46 H -1.95289 5.24448 -1.13216
47 O 2.67511 1.07848 3.57784
48 H 3.17511 0.67348 2.89584
49 H 1.95211 1.58348 3.25584
50 O 0.62811 2.44148 2.44284
51 H 0.51311 2.64748 1.49284
52 H 0.03811 1.71648 2.67784
53 O -1.23989 -2.62052 -0.19616
54 H -1.51189 -2.08952 -0.97316
55 H -1.92689 -3.30052 -0.11516
56 O -0.98789 0.73848 -5.60916
57 H -1.83189 0.41048 -5.41116
58 H -0.83189 1.49748 -5.04416
59 O 1.16811 -2.57452 -1.48716
60 H 0.39011 -2.41852 -0.96316
61 H 1.76811 -3.01452 -0.83016

natural (NBO) atomic charge list, values in e, 8 entries: -0.61 0.70 -0.59 1.19 -0.63 0.70 -0.61 -0.61


3.
Density functional theory data (ωB97M-V/def2-TZVPD) for the ion C4H11N2O with charge +1.

Values from the calculation:
charge: +1
orbital gap: 0.4051 Ha
energy above the lowest of the compared OMol25 structures with the same formula, charge and spin: 32.83 kcal/mol
electronic energy: -9347.4333 eV
LUMO level: -3.5 eV
E_HOMO: -0.534 Eh
SMILES: CC[NH2+]CC(N)=O

CARTESIAN COORDINATES (ANGSTROEM)
1 O 0.66854 -1.54658 0.42179
2 C 1.32652 -0.64872 -0.01658
3 N 2.71914 -0.63244 -0.12519
4 C 0.80186 0.73147 -0.43671
5 N -0.69561 0.74941 -0.69290
6 C -1.55539 0.18939 0.41599
7 C -2.93037 0.84594 0.40342
8 H 3.14511 0.07172 0.47108
9 H 3.09435 -1.52988 0.17091
10 H 0.96061 1.44690 0.36915
11 H 1.29387 1.01917 -1.33779
12 H -0.77211 0.18543 -1.53678
13 H -0.98784 1.71316 -0.84169
14 H -1.09302 0.32852 1.38815
15 H -1.54189 -0.88451 0.28875
16 H -3.68672 0.14289 0.60724
17 H -3.20994 1.37402 -0.50491
18 H -3.02937 1.48529 1.27966

natural (NBO) atomic charge list, values in e, 8 entries: -0.53 0.67 -0.84 -0.33 -0.49 -0.23 -0.66 0.40


4.
Density functional theory data (ωB97M-V/def2-TZVPD) for the molecule C4H6F2S.

Values from the calculation:
charge: 0
orbital gap: 0.3633 Ha
energy above the lowest of the compared OMol25 structures with the same formula, charge and spin: 55.33 kcal/mol
electronic energy: -20512.5479 eV
LUMO level: 0.5 eV
E_HOMO: -0.345 Eh
SMILES: FCC1(CF)CS1

CARTESIAN COORDINATES (ANGSTROEM)
1 C -0.09782 -0.34045 -1.38987
2 C -0.23903 0.23218 -0.07004
3 C 1.11703 0.63557 0.61025
4 C -1.08357 -0.45174 1.02472
5 H -0.94849 -1.04570 -1.87524
6 H 0.92318 -1.00078 -1.24511
7 H 1.65701 -0.34883 0.64373
8 H 0.49382 1.14670 1.47881
9 H -1.51880 -1.45121 0.85666
10 H -0.39533 -0.41935 2.05679
11 F 0.12478 0.68015 -2.26751
12 F 1.90290 1.39314 -0.24764
13 S -1.93567 0.97032 0.42445

natural (NBO) atomic charge list, values in e, 8 entries: 0.03 -0.17 0.01 -0.54 0.19 0.16 0.19 0.21


5.
Density functional theory data (ωB97M-V/def2-TZVPD) for a cluster of 2 separate species, C4H12 in total.

Values from the calculation:
multiplicity: 2
<S²>: 0.754
charge: +1
orbital gap (alpha / beta): 0.5196 / 0.1191 Ha
energy above the lowest of the compared OMol25 structures with the same formula, charge and spin: 40.63 kcal/mol
electronic energy: -4329.4701 eV
LUMO level (alpha / beta): -2.8 / -11.7 eV
E_HOMO (alpha / beta): -0.623 / -0.550 Eh

CARTESIAN COORDINATES (ANGSTROEM)
1 C 0.49440 -2.36938 -2.07939
2 C 1.16989 -1.47420 -0.90552
3 H 0.64919 -1.90955 -3.07241
4 H 0.94221 -3.34978 -2.10101
5 H -0.53783 -2.37010 -1.91690
6 H 0.25361 -1.44583 -0.21543
7 H 1.32937 -0.48952 -1.28334
8 H 2.06188 -1.75622 -0.54486
9 C -0.54661 1.20654 1.64320
10 C -1.08355 2.59361 1.31881
11 H -1.25258 0.54133 1.47420
12 H 0.44522 1.14431 1.20835
13 H -0.49290 1.15677 2.66244
14 H -1.34668 3.07806 2.29365
15 H -1.98465 2.55115 0.81523
16 H -0.27157 3.11000 0.81746

natural (NBO) atomic charge list, values in e, 8 entries: -0.51 -0.46 0.28 0.25 0.23 0.31 0.22 0.23


6.
Density functional theory data (ωB97M-V/def2-TZVPD) for a structure of composition C19H21NO4.

Values from the calculation:
charge: 0
orbital gap: 0.3103 Ha
energy above the lowest of the compared OMol25 structures with the same formula, charge and spin: 481.86 kcal/mol
electronic energy: -29704.4096 eV
LUMO level: 0.5 eV
E_HOMO: -0.290 Eh

CARTESIAN COORDINATES (ANGSTROEM)
1 C -2.94008 -2.61141 0.15107
2 H -3.80516 -2.70581 0.55575
3 O -1.98695 -1.87338 0.95970
4 C -0.78327 -1.80141 0.60460
5 C -0.26989 -2.28720 -0.75331
6 C 0.98117 -1.93793 -0.80799
7 C 1.76498 -1.38340 0.26245
8 C 1.29529 -0.91642 1.21446
9 C -0.07042 -1.16157 1.49734
10 H -0.40668 -0.97033 2.53718
11 H 1.85757 -0.27891 2.12390
12 O 3.03575 -0.92062 -0.41312
13 C 4.16023 -0.82446 0.50210
14 C 4.19489 0.94482 1.00394
15 C 3.61932 1.71746 -0.29619
16 C 2.04906 1.82215 0.12398
17 O 1.67486 2.09511 1.08481
18 N 1.35858 1.41519 -1.00989
19 C 0.11889 1.38433 -1.23790
20 C -0.89092 1.69443 -0.04323
21 C -2.26540 1.36142 -0.35718
22 C -2.83085 0.84224 -1.25475
23 C -1.85210 0.53530 -2.38277
24 C -0.55579 0.72133 -2.14859
25 H 0.17632 0.56374 -3.36485
26 H -2.14367 -0.01765 -3.34864
27 H -3.75805 0.36657 -1.52060
28 C -3.05199 1.92324 0.84630
29 O -2.98385 2.74900 1.60270
30 C -4.13384 0.73733 1.31800
31 H -4.68785 1.23614 2.07829
32 H -4.90335 0.62923 0.30083
33 H -3.67353 -0.14703 1.46979
34 H -0.51762 2.00853 0.70442
35 H 1.88096 1.03821 -1.87498
36 H 3.94948 1.52579 -1.10125
37 H 4.07239 2.74473 -0.24448
38 H 3.57897 1.08784 2.12428
39 H 5.19080 1.16562 1.20356
40 H 3.94807 -1.11687 1.62305
41 H 5.14815 -0.98721 0.26222
42 H 1.32566 -2.03465 -1.57689
43 H -0.99110 -2.61191 -1.34106
44 H -2.67378 -3.75478 -0.15123
45 H -3.20527 -1.96682 -0.92576

natural (NBO) atomic charge list, values in e, 8 entries: -0.24 0.18 -0.49 0.33 -0.23 -0.16 0.28 -0.26


7.
Density functional theory data (ωB97M-V/def2-TZVPD) for the molecule C2H4N2OS.

Values from the calculation:
charge: 0
orbital gap: 0.3661 Ha
energy above the lowest of the compared OMol25 structures with the same formula, charge and spin: 83.94 kcal/mol
electronic energy: -17999.0196 eV
LUMO level: 0.6 eV
E_HOMO: -0.343 Eh

CARTESIAN COORDINATES (ANGSTROEM)
1 C -0.05300 0.93083 0.86148
2 C 0.96153 0.44938 -0.11597
3 N -1.22156 0.53384 0.84383
4 N 0.17505 -0.93943 -0.66276
5 O -2.01117 -1.90477 0.07474
6 S -1.50896 -0.70130 -0.51339
7 H 0.14354 1.34388 1.82694
8 H 0.86104 1.15010 -0.99127
9 H 2.02873 0.45964 0.13439
10 H 0.62479 -1.32216 -1.45799

natural (NBO) atomic charge list, values in e, 8 entries: 0.07 -0.30 -0.53 -0.88 -0.91 1.49 0.21 0.21


8.
Density functional theory data (ωB97M-V/def2-TZVPD) for a cluster of 3 separate species, C4H16NO3 in total.

Values from the calculation:
charge: +1
orbital gap: 0.4390 Ha
energy above the lowest of the compared OMol25 structures with the same formula, charge and spin: 21.65 kcal/mol
electronic energy: -12033.6939 eV
LUMO level: -2.7 eV
E_HOMO: -0.538 Eh

CARTESIAN COORDINATES (ANGSTROEM)
1 O -0.88241 -2.26177 -0.20598
2 C -1.59126 -1.21145 -0.84691
3 C -0.73605 0.03729 -0.67390
4 N 0.67778 -0.34344 -1.04307
5 C 1.72523 -0.31357 0.03826
6 C -1.25964 1.25449 -1.40073
7 H -1.28261 -3.10625 -0.43922
8 H -2.60434 -1.06672 -0.47900
9 H -1.68620 -1.39554 -1.92832
10 H -0.76146 0.26186 0.38411
11 H 0.61795 -1.28516 -1.44109
12 H 0.95868 0.27986 -1.79639
13 H 2.54931 0.30781 -0.30308
14 H 2.04242 -1.32560 0.20591
15 H 1.34469 0.14408 0.94197
16 H -0.44401 1.96604 -1.59799
17 H -1.68410 1.15703 -2.40826
18 H -1.97710 1.73118 -0.74966
19 H 1.76513 -1.78232 3.46911
20 H 3.15560 -1.18658 3.20750
21 O 2.34815 -1.47655 2.76866
22 H -0.05765 3.53064 1.23681
23 H -1.39555 3.15054 1.90104
24 O -0.82255 2.93413 1.16023

natural (NBO) atomic charge list, values in e, 8 entries: -0.74 -0.08 -0.07 -0.50 -0.41 -0.64 0.50 0.21